# 1
Computed, not measured: one molecule with the formula C2HN3OS2, with ωB97M-V/def2-TZVPD.

Computed properties:
- E: -30275.62876 eV
- Multiplicity: 1
- Relative energy (zero: lowest compared OMol25 entry of this formula, charge and spin): 1.4 kcal/mol
- E_HOMO: -9.7 eV
- Orbital gap: 0.2943 Eh
- SMILES: S=c1nnoc(=S)[nH]1

Element x y z (Å)
S: -2.624 -0.873 -0.017
C: -1.206 -0.131 -0.009
N: -1.155 1.295 -0.047
N: -0.128 1.931 -0.011
O: 1.130 1.232 0.021
C: 1.231 -0.103 -0.006
S: 2.688 -0.830 -0.031
N: 0.005 -0.750 0.022
H: 0.058 -1.770 0.078

# 2
Computed, not measured: one molecule with the formula C2H4FNS, with ωB97M-V/def2-TZVPD.

Computed properties:
- E: -17181.40433 eV
- Multiplicity: 1
- Relative energy (zero: lowest compared OMol25 entry of this formula, charge and spin): 7.9 kcal/mol
- E_HOMO: -8.7 eV
- Orbital gap: 0.3391 Eh
- SMILES: NC(=S)CF

Element x y z (Å)
N: 0.014 1.500 0.091
C: -0.173 0.180 0.060
S: -1.715 -0.419 -0.078
C: 1.064 -0.749 0.254
F: 2.221 -0.199 -0.258
H: -0.866 2.036 -0.137
H: 0.839 2.011 0.107
H: 1.108 -0.925 1.328
H: 0.926 -1.718 -0.247

# 3
Computed, not measured: C29H25N7O2Pt as an isolated structure, with ωB97M-V/def2-TZVPD.

Computed properties:
- Total charge: +2
- E: -48239.35039 eV
- Multiplicity: 1
- Relative energy (zero: lowest compared OMol25 entry of this formula, charge and spin): 5.4 kcal/mol
- E_HOMO: -13.9 eV
- Orbital gap: 0.2627 Eh

Element x y z (Å)
Pt: 1.157 0.036 0.977
C: 0.320 -1.261 3.584
N: 0.911 0.021 3.074
C: 0.230 1.248 3.599
C: -0.396 2.029 2.495
N: -0.001 1.897 1.255
C: -0.718 2.843 0.512
C: -0.652 3.197 -0.835
C: -1.479 4.213 -1.263
C: -2.351 4.875 -0.381
C: -2.407 4.553 0.958
C: -1.565 3.530 1.381
N: -1.338 2.980 2.641
C: -0.314 -2.040 2.480
N: 0.092 -1.909 1.244
C: -0.646 -2.826 0.489
C: -0.592 -3.153 -0.865
C: -1.446 -4.139 -1.310
C: -2.330 -4.797 -0.438
C: -2.377 -4.500 0.907
C: -1.510 -3.505 1.348
N: -1.276 -2.973 2.614
H: -0.392 -1.056 4.382
H: 1.124 -1.856 4.020
H: 1.866 0.053 3.409
H: 0.978 1.872 4.093
H: -0.505 0.978 4.356
H: 0.033 2.709 -1.514
H: -1.449 4.521 -2.299
H: -2.979 5.669 -0.760
H: -3.058 5.082 1.641
H: -1.764 3.275 3.505
H: 0.103 -2.668 -1.536
H: -1.430 -4.426 -2.353
H: -2.980 -5.567 -0.831
H: -3.041 -5.024 1.581
H: -1.709 -3.271 3.474
O: -4.375 0.149 -4.135
C: -3.146 -0.185 -4.560
O: -2.965 -0.557 -5.680
C: -2.005 -0.094 -3.574
C: -2.158 0.003 -2.200
C: -1.049 0.052 -1.370
C: 0.227 0.013 -1.910
C: 0.389 -0.103 -3.292
C: -0.721 -0.155 -4.109
N: 1.364 0.049 -1.013
C: 2.566 0.105 -1.464
C: 3.697 0.060 -0.551
C: 5.008 0.066 -0.996
C: 6.025 -0.010 -0.055
C: 5.690 -0.090 1.285
C: 4.351 -0.091 1.648
N: 3.370 -0.018 0.755
H: -4.369 0.509 -3.241
H: -3.137 0.015 -1.736
H: -1.186 0.118 -0.301
H: 1.362 -0.180 -3.753
H: -0.615 -0.259 -5.181
H: 2.761 0.181 -2.525
H: 5.225 0.129 -2.053
H: 7.061 -0.008 -0.366
H: 6.452 -0.150 2.049
H: 4.068 -0.163 2.691

The lowest E_HOMO belongs to which entry?
C29H25N7O2Pt

Among the records above, which one has the highest relative energy (zero: lowest compared OMol25 entry of this formula, charge and spin)?
C2H4FNS